1.
Here is a structure of composition C3H5NO2 from the OMol25 dataset. Energies are from ωB97M-V with the def2-TZVPD basis set.

Output
Orbital gap in eV: 8.300
LUMO energy in eV: 0.7
HOMO in eV: -7.64
ΔE to the lowest compared entry with this formula, charge and spin in kJ/mol: 262.6
Molar mass in g/mol: 87.1

The geometry in XYZ format:
```
11
Properties=species:S:1:pos:R:3:forces:R:3:nbo_charge:R:1
O 1.18022 -1.08258 1.23148 0.2 -0.5 -0.3 -0.680
C 0.37826 -0.41635 0.34680 -0.2 0.3 0.0 0.103
C -0.14955 -0.58420 -1.06164 0.1 -0.3 -0.2 -0.244
N -1.00546 0.62815 -0.79507 0.0 0.2 0.0 -0.591
C -0.35119 0.69156 0.47045 0.1 0.0 0.0 0.364
O -0.56829 1.66667 1.37507 0.1 -0.1 0.0 -0.660
H 1.37606 -1.97723 0.91013 -0.2 0.5 0.1 0.486
H 0.08351 1.54544 2.07829 -0.1 0.1 0.0 0.492
H 0.56794 -0.41313 -1.87437 -0.1 -0.1 0.2 0.188
H -0.76087 -1.46786 -1.28002 0.1 0.1 0.1 0.193
H -0.75063 1.40953 -1.40112 0.0 -0.1 0.0 0.350
```
Positions in Å, forces in eV/Å.

=====

2.
Here is the molecule C3H4O2 from the OMol25 dataset. Energies are from ωB97M-V with the def2-TZVPD basis set.

Output
Orbital gap in eV: 9.247
LUMO energy in eV: -0.1
HOMO in eV: -9.31
ΔE to the lowest compared entry with this formula, charge and spin in kJ/mol: 286.8
Molar mass in g/mol: 72.1

The geometry in XYZ format:
```
9
Properties=species:S:1:pos:R:3:forces:R:3:nbo_charge:R:1
C -0.94902 -0.53779 -0.34741 0.0 0.0 -0.1 -0.756
C 0.43036 -0.07391 -0.72963 0.1 -0.4 -0.6 0.806
O 1.02443 -0.31836 -1.73246 -0.4 0.2 0.6 -0.500
C 0.73751 0.71294 1.46051 0.5 0.2 -0.5 0.109
O 1.11583 0.77473 0.19679 -0.2 -0.2 0.7 -0.511
H -1.25005 -1.30467 -1.06267 0.1 0.2 0.1 0.245
H -1.63299 0.31625 -0.41216 0.1 -0.1 0.0 0.251
H -0.99862 -0.90648 0.67925 0.1 0.1 -0.2 0.271
H 1.52254 1.33730 1.94778 -0.3 0.0 0.0 0.085
```
Positions in Å, forces in eV/Å.